{"formula": "C3H4N4", "method": "ωB97M-V with the def2-TZVPD basis set", "elements": ["N", "C", "C", "N", "C", "N", "N", "H", "H", "H", "H"], "positions_angstrom": [[2.25037, -0.28462, -0.80071], [0.93983, -0.00266, -0.96694], [-1.34540, -0.06351, 2.92775], [-1.73319, 0.02689, 1.81874], [-2.04446, 0.15568, 0.47499], [-1.20094, 0.04029, -0.47100], [0.07726, -0.29597, -0.05977], [2.94244, 0.10934, -1.41341], [2.54979, -0.63435, 0.09723], [0.65979, 0.47726, -1.90720], [-3.07910, 0.38634, 0.24535]], "atomic_forces_ev_per_a": [[0.007, 0.005, 0.083], [-0.020, -0.049, 0.076], [-0.434, 0.079, -1.025], [0.438, -0.127, 1.011], [0.002, 0.021, -0.302], [-0.208, 0.041, 0.375], [0.221, 0.139, -0.288], [-0.133, -0.055, 0.054], [-0.024, 0.060, -0.117], [-0.007, -0.085, 0.104], [0.160, -0.029, 0.030]], "nbo_charge": [-0.78, 0.30, 0.34, -0.58, 0.20, -0.24, -0.41, 0.40, 0.41, 0.18, 0.20], "orbital_gap_ev": 9.5963, "e_homo_ev": -9.022, "lumo_energy_ha": 0.02111, "de_lowest_ev": 3.0629}


{"formula": "C19H17N3O3S2", "method": "ωB97M-V with the def2-TZVPD basis set", "elements": ["C", "C", "C", "C", "C", "C", "C", "C", "S", "C", "N", "N", "C", "N", "C", "O", "C", "C", "O", "C", "C", "C", "C", "C", "C", "O", "S", "H", "H", "H", "H", "H", "H", "H", "H", "H", "H", "H", "H", "H", "H", "H", "H", "H"], "positions_angstrom": [[2.54295, 0.20085, 2.64831], [3.30038, -0.44794, 1.52835], [3.89836, -1.68578, 1.72884], [4.61489, -2.31377, 0.72673], [4.75370, -1.69994, -0.50539], [4.16466, -0.46912, -0.72229], [3.43164, 0.16035, 0.27613], [2.81375, 1.50104, 0.00482], [2.09442, 1.66189, -1.67564], [0.77887, 0.55758, -1.58796], [-0.10840, 0.47431, -2.52180], [-1.05998, -0.40333, -2.28598], [-0.95541, -1.01178, -1.16250], [-1.80630, -1.97478, -0.67043], [-3.14583, -1.94354, -0.40651], [-3.72852, -2.96909, -0.14224], [-3.90177, -0.61351, -0.32286], [-4.27358, -0.42773, 1.16244], [-3.11370, -0.21834, 1.93112], [-2.30400, 0.76114, 1.41074], [-1.35840, 1.36226, 2.23087], [-0.56210, 2.38054, 1.74067], [-0.71946, 2.82065, 0.43499], [-1.64131, 2.21288, -0.39572], [-2.41828, 1.16174, 0.07706], [-3.26852, 0.54190, -0.80357], [0.48964, -0.54332, -0.24095], [1.48857, 0.30858, 2.39269], [2.61230, -0.40444, 3.54826], [2.94452, 1.18922, 2.86748], [3.79794, -2.16558, 2.69176], [5.06568, -3.27779, 0.90885], [5.31629, -2.17545, -1.29430], [4.26419, 0.01402, -1.68381], [2.01626, 1.73872, 0.70663], [3.56788, 2.29012, 0.03695], [-1.40566, -2.89914, -0.53830], [-4.81267, -0.73400, -0.92042], [-4.94729, 0.43548, 1.25102], [-4.75631, -1.32367, 1.55314], [-1.27386, 1.01854, 3.24951], [0.16595, 2.84614, 2.38814], [-0.11724, 3.63205, 0.05585], [-1.76454, 2.51634, -1.42288]], "atomic_forces_ev_per_a": [[0.009, -0.028, -0.034], [0.130, 0.001, -0.073], [-0.004, -0.027, 0.005], [0.016, -0.073, -0.002], [0.039, -0.012, -0.037], [0.050, -0.007, 0.042], [0.204, -0.166, 0.054], [-0.370, 0.049, -0.484], [0.520, 0.526, 0.099], [-0.036, -0.872, 1.050], [1.014, 1.282, -0.535], [-1.356, -1.321, -0.094], [1.333, 0.609, 0.484], [0.068, -0.768, 0.121], [0.065, 0.248, -0.126], [-0.256, -0.059, 0.070], [-0.537, -0.253, 0.495], [-0.500, -0.056, -0.432], [0.515, 0.093, 0.069], [-0.094, 0.110, -0.026], [-0.195, -0.126, -0.105], [0.009, 0.007, 0.064], [0.000, 0.052, -0.043], [-0.209, -0.174, 0.085], [0.004, 0.113, 0.155], [0.130, 0.277, 0.083], [-0.669, 0.217, -1.194], [-0.102, 0.086, 0.051], [-0.011, -0.001, 0.078], [-0.050, 0.095, 0.082], [-0.017, -0.039, 0.107], [0.037, -0.087, 0.020], [0.053, -0.047, -0.069], [-0.008, -0.008, -0.075], [0.083, 0.079, 0.075], [-0.091, 0.064, 0.033], [-0.179, 0.138, -0.055], [0.172, -0.066, 0.159], [0.088, -0.091, -0.022], [0.030, 0.125, -0.114], [-0.008, -0.040, 0.150], [0.063, 0.053, 0.071], [0.057, 0.073, -0.041], [0.004, 0.023, -0.139]], "nbo_charge": [-0.64, 0.00, -0.21, -0.20, -0.21, -0.19, -0.07, -0.55, 0.34, -0.14, -0.29, -0.24, 0.20, -0.65, 0.68, -0.59, -0.02, -0.09, -0.48, 0.20, -0.24, -0.24, -0.23, -0.26, 0.28, -0.48, 0.34, 0.23, 0.22, 0.22, 0.21, 0.22, 0.22, 0.22, 0.24, 0.25, 0.42, 0.23, 0.19, 0.23, 0.23, 0.22, 0.22, 0.24], "orbital_gap_ev": 9.0114, "e_homo_ev": -8.655, "lumo_energy_ha": 0.01309, "smiles": "Cc1ccccc1CSc1nnc(NC(=O)[C@H]2COc3ccccc3O2)s1", "de_lowest_ev": 2.4842}